(1)
Density functional theory data (wB97M-V/def2-TZVPD) for 2 unconnected molecules or ions with the total composition CH2ClO2 in a non-equilibrium geometry.

Values from the calculation:
E_LUMO in eV: 2.928
HOMO-LUMO gap in eV: 6.48
Net charge: -1
HOMO energy in eV: -3.55

Atoms and positions in Å:
O1 -1.3557 1.0872 0.4148
O2 -0.5711 -0.1858 -1.2904
C1 -0.5342 0.3364 -0.0487
H1 -1.3957 0.1754 -1.7165
H2 0.3673 -0.0303 0.4810
Cl1 3.4894 -1.3829 2.1596


(2)
Density functional theory data (wB97M-V/def2-TZVPD) for C15H21N5O7S in the gas phase in a non-equilibrium geometry.

Values from the calculation:
ΔE to the lowest compared entry with this formula, charge and spin in kJ/mol: 31.18
Structure (SMILES): C[C@H]1[C@@H](OS(=O)(=O)O)C[C@@H]2C[C@H]([C@@H](O)c3cc(=O)[nH]c(=O)[nH]3)N=C3NC[C@H]1N32
E_LUMO in eV: 0.109
HOMO-LUMO gap in eV: 9.01
HOMO energy in eV: -8.90

Atoms and positions in Å:
C1 4.0709 0.5715 -0.1081
C2 2.5147 0.5133 -0.1052
C3 1.9414 -0.2394 1.1013
O1 2.9659 -0.9402 1.8281
S1 2.5785 -2.5457 2.1098
O2 1.2826 -2.6744 2.8259
O3 3.6053 -3.3060 2.8157
O4 2.4314 -3.1752 0.6338
C4 1.1860 0.6697 2.1195
C5 0.0389 1.4727 1.4502
C6 -1.2286 0.6677 1.2827
C7 -2.2281 1.5186 0.4681
C8 -3.5051 0.6922 0.1884
O5 -4.2482 1.5229 -0.6723
C9 -3.2017 -0.6271 -0.5121
C10 -3.4613 -1.8706 -0.0020
C11 -3.0510 -3.0786 -0.7263
O6 -3.4460 -4.1624 -0.3308
N1 -2.3013 -2.9925 -1.8554
C12 -2.1156 -1.7344 -2.3749
O7 -1.4456 -1.6139 -3.3779
N2 -2.6004 -0.6307 -1.7959
N3 -1.6413 1.9239 -0.8304
C13 -0.3621 2.0687 -0.9169
N4 0.2892 2.4550 -2.0305
C14 1.7372 2.2913 -1.8244
C15 1.8818 1.8887 -0.3222
N5 0.5174 1.9078 0.1202
H1 4.4852 -0.4153 -0.0163
H2 4.4355 0.9706 -1.0430
H3 4.4463 1.1952 0.6849
H4 2.2451 -0.1366 -0.9071
H5 1.2021 -0.9710 0.7352
H6 2.9736 -3.9649 0.7657
H7 1.8961 1.3721 2.5709
H8 0.7497 0.0600 2.9292
H9 -0.1268 2.3403 2.1120
H10 -0.9966 -0.2894 0.8216
H11 -1.6659 0.4444 2.2708
H12 -2.5082 2.4160 0.9960
H13 -4.0832 0.4648 1.0385
H14 -3.5566 1.9278 -1.2458
H15 -3.9113 -2.0438 0.9775
H16 -2.2129 -3.8226 -2.4508
H17 -2.2808 0.2541 -2.1559
H18 -0.1318 2.2253 -2.8984
H19 2.2445 3.2431 -2.0444
H20 2.1438 1.5061 -2.4995
H21 2.4472 2.6510 0.2001


(3)
Density functional theory data (wB97M-V/def2-TZVPD) for C26H35NO7 in the gas phase.

Values from the calculation:
ΔE to the lowest compared entry with this formula, charge and spin in kJ/mol: 37.79
Structure (SMILES): CC(=O)N[C@H]1[C@H](Oc2ccc3c(c2)CC[C@H]2[C@@H]3CC[C@]3(C)C(=O)CC[C@H]23)O[C@H](CO)[C@@H](O)[C@@H]1O
E_LUMO in eV: 0.515
HOMO-LUMO gap in eV: 9.30
HOMO energy in eV: -8.78

Atoms and positions in Å:
C1 -1.9537 2.4093 -7.4030
C2 -0.8767 2.6970 -6.3822
O1 -0.5334 3.8065 -6.0481
N1 -0.2990 1.5704 -5.8787
C3 0.6997 1.6239 -4.8430
C4 0.0855 1.2303 -3.4896
O2 1.1126 1.3445 -2.5400
C5 0.8748 0.9530 -1.2366
C6 1.9934 0.9036 -0.4092
C7 1.8524 0.4985 0.8997
C8 0.6155 0.1276 1.4198
C9 -0.4988 0.1812 0.5907
C10 -0.3622 0.5976 -0.7304
C11 -1.8563 -0.2546 1.0657
C12 -1.9545 -0.2774 2.5859
C13 -0.7678 -1.0486 3.1638
C14 0.5345 -0.2986 2.8644
C15 0.6972 0.9189 3.7834
C16 0.7111 0.4858 5.2432
C17 -0.5860 -0.2409 5.6457
C18 -1.7121 0.7565 5.9084
C19 -0.2519 -0.9835 6.9395
O3 -0.1377 -0.4714 8.0206
C20 -0.0759 -2.4538 6.6351
C21 -0.0722 -2.5511 5.1143
C22 -0.9361 -1.3657 4.6557
O4 -0.4762 -0.0447 -3.5620
C23 0.3375 -1.0810 -4.1212
C24 0.2953 -2.2623 -3.1388
O5 -1.0185 -2.6762 -2.8909
C25 1.7820 -0.6614 -4.3938
O6 2.3662 -1.6941 -5.1492
C26 1.8967 0.6952 -5.1342
O7 3.1165 1.3111 -4.8155
H1 -1.5498 1.8080 -8.2140
H2 -2.7724 1.8651 -6.9371
H3 -2.3283 3.3472 -7.8014
H4 -0.6962 0.6703 -6.0954
H5 1.0479 2.6621 -4.8003
H6 -0.7563 1.8943 -3.2390
H7 2.9563 1.1827 -0.8070
H8 2.7268 0.4535 1.5328
H9 -1.2394 0.6235 -1.3578
H10 -2.6215 0.4034 0.6472
H11 -2.0465 -1.2607 0.6761
H12 -1.9662 0.7440 2.9627
H13 -2.8913 -0.7524 2.8839
H14 -0.7270 -2.0118 2.6385
H15 1.3796 -0.9693 3.0607
H16 -0.1062 1.6330 3.6036
H17 1.6359 1.4247 3.5499
H18 0.8427 1.3503 5.8957
H19 1.5637 -0.1790 5.4050
H20 -1.4912 1.3092 6.8197
H21 -1.8216 1.4646 5.0929
H22 -2.6585 0.2375 6.0456
H23 0.8193 -2.8515 7.1119
H24 -0.9347 -2.9767 7.0632
H25 -0.4709 -3.4999 4.7569
H26 0.9441 -2.4488 4.7331
H27 -1.9852 -1.6395 4.8208
H28 -0.1206 -1.3977 -5.0687
H29 0.8281 -3.1108 -3.5694
H30 0.7872 -1.9575 -2.2019
H31 -1.5279 -1.8877 -2.6650
H32 2.3069 -0.5651 -3.4291
H33 3.2672 -1.4280 -5.3707
H34 1.9381 0.4983 -6.2122
H35 3.0663 1.6195 -3.9010


(4)
Density functional theory data (wB97M-V/def2-TZVPD) for a molecular structure, C31H31Cl2EuN9O10SSe in a non-equilibrium geometry.

Values from the calculation:
Spin multiplicity: 8
E_LUMO (alpha / beta) in eV: 3.984 / 3.983
HOMO-LUMO gap (alpha / beta) in eV: 3.91 / 5.74
Net charge: -2
HOMO energy (alpha / beta) in eV: 0.07 / -1.76

Atoms and positions in Å:
Eu1 -0.2238 0.1447 -0.4908
Cl1 -6.8453 -2.5515 -2.0056
C1 -5.4650 -1.4701 -1.9674
C2 -4.3141 -1.8891 -1.3311
C3 -3.1698 -1.0805 -1.2530
N1 -2.0077 -1.4586 -0.5899
C4 -1.8292 -2.6768 -0.0541
O1 -2.6181 -3.6454 0.0107
C5 -0.4673 -2.9009 0.5743
C6 -0.1072 -4.2130 0.8726
C7 1.0806 -4.4436 1.5348
C8 1.8915 -3.3568 1.8759
C9 1.4913 -2.0963 1.4920
N2 0.3342 -1.8587 0.8632
C10 -3.2033 0.2130 -1.8842
C11 -4.3942 0.6006 -2.5211
C12 -5.5079 -0.2165 -2.5578
Cl2 -6.9507 0.3650 -3.3647
N3 -2.1045 1.0579 -1.7664
C13 -1.9773 2.1635 -2.5457
O2 -2.6108 2.4916 -3.5783
C14 -0.9151 3.1085 -2.0864
C15 -1.0187 4.4458 -2.4651
C16 -0.0367 5.3498 -2.0982
C17 1.0853 4.8601 -1.3660
C18 1.1262 3.5308 -1.0347
N4 0.1589 2.6359 -1.3578
H1 -4.2851 -2.8646 -0.8790
H2 -0.7816 -5.0045 0.5810
H3 1.3833 -5.4573 1.7828
H4 2.8208 -3.4818 2.4169
H5 2.1071 -1.2353 1.7063
H6 -4.4337 1.5623 -3.0051
H7 -1.8811 4.7325 -3.0528
H8 -0.1173 6.4001 -2.3660
H9 1.9033 5.5083 -1.0668
H10 1.9837 3.1394 -0.5079
O3 4.2471 -0.0448 0.8821
C19 3.6631 1.1132 0.5182
O4 3.9766 1.7288 -0.4638
C20 2.6699 1.5887 1.5525
C21 3.2093 2.1940 2.6717
C22 2.3483 2.7447 3.6085
C23 0.9931 2.6390 3.3957
C24 0.5396 1.9581 2.2763
N5 1.3549 1.4501 1.3435
C25 -0.9675 1.7434 2.1177
O5 -1.7089 2.5622 2.6462
O6 -1.2742 0.6741 1.4817
H11 4.7456 -0.3551 0.1113
H12 4.2859 2.2366 2.7937
H13 2.7384 3.2285 4.4974
H14 0.2582 3.0379 4.0807
C26 0.3472 -3.5373 5.9985
N6 -0.4747 -2.9014 5.0140
C27 -1.6251 -3.5853 4.4473
C28 -2.1368 -2.5872 3.4039
N7 -1.1013 -1.5566 3.4210
C29 -0.1694 -1.7406 4.3522
S1 1.1642 -0.7584 4.6655
H15 -0.2345 -3.7600 6.9001
H16 1.1613 -2.8622 6.2510
H17 0.7651 -4.4759 5.6149
H18 -2.3648 -3.8047 5.2219
H19 -1.3241 -4.5331 3.9877
H20 -3.1077 -2.1662 3.6659
H21 -2.2219 -3.0418 2.4188
H22 -1.1689 -0.7830 2.7692
N8 3.1526 1.2951 -3.7270
C30 2.4610 1.9918 -4.8397
C31 0.9650 2.1216 -4.5861
N9 0.1740 1.0436 -5.1884
H23 4.1573 1.3426 -3.8460
H24 2.7904 -0.2985 -3.5715
H25 2.9340 1.7172 -2.8266
H26 2.6093 1.4091 -5.7509
H27 2.8879 2.9866 -4.9968
H28 0.6222 3.0635 -5.0132
H29 0.8217 2.2007 -3.5086
H30 0.2705 0.1955 -4.6388
H31 -0.8079 1.2918 -5.1082
O7 2.6495 -1.3084 -3.4090
Se1 1.6089 -1.4886 -2.0525
O8 0.1061 -1.0816 -2.5373
O9 2.0591 -0.2978 -1.0134
O10 1.8495 -2.9981 -1.5458


(5)
Density functional theory data (wB97M-V/def2-TZVPD) for 16 unconnected molecules or ions with the total composition C25H10Cl60O3 in a non-equilibrium geometry.

Values from the calculation:
ΔE to the lowest compared entry with this formula, charge and spin in kJ/mol: 38.09
E_LUMO in eV: -0.613
HOMO-LUMO gap in eV: 9.93
HOMO energy in eV: -10.54

Atoms and positions in Å:
C1 5.3527 -0.5299 2.8676
C2 4.7109 0.3322 2.3654
C3 3.9040 1.4091 1.7352
C4 2.7583 0.7435 0.9575
C5 1.5024 0.4953 1.3516
C6 0.8044 0.7925 2.6910
C7 -0.5472 1.5215 2.4009
C8 -1.7471 0.6150 2.0099
C9 0.9250 -0.2166 0.1192
O1 -0.0090 -0.9273 -0.0443
O2 1.7538 0.0277 -0.9605
C10 3.0157 0.2529 -0.4494
O3 4.0295 0.0658 -0.9941
H1 5.6994 -1.5050 3.1107
H2 3.5150 2.0841 2.4912
H3 4.4987 2.0149 1.0479
H4 1.4303 1.4518 3.2882
H5 0.6588 -0.1419 3.2391
H6 -0.3923 2.2203 1.5692
H7 -0.7974 2.1063 3.2921
H8 -1.8447 0.6218 0.9260
H9 -1.5803 -0.3815 2.4029
H10 -2.6699 1.0242 2.4358
C11 7.7140 -2.0761 -0.6149
Cl1 9.4559 -1.9716 -0.3139
Cl2 7.2196 -3.7748 -0.5650
Cl3 6.8405 -1.1551 0.6213
Cl4 7.3428 -1.3858 -2.2044
C12 -4.5719 -1.5600 -1.4338
Cl5 -4.6014 0.1697 -1.7931
Cl6 -5.3541 -2.4629 -2.7467
Cl7 -2.8993 -2.0890 -1.2707
Cl8 -5.4337 -1.8681 0.0828
C13 3.3862 -4.6223 -2.4169
Cl9 4.5229 -3.2730 -2.4005
Cl10 2.9269 -5.0068 -4.0844
Cl11 4.1482 -6.0392 -1.6722
Cl12 1.9478 -4.1831 -1.5018
C14 -1.1269 -3.9469 -4.6648
Cl13 -1.9960 -2.5796 -5.3808
Cl14 -0.5851 -3.5172 -3.0399
Cl15 -2.2038 -5.3483 -4.5762
Cl16 0.2801 -4.3418 -5.6609
C15 6.4363 2.4438 -2.5656
Cl17 5.1559 3.6211 -2.9050
Cl18 8.0162 3.1693 -2.9453
Cl19 6.3719 1.9877 -0.8651
Cl20 6.2073 1.0046 -3.5596
C16 -7.2243 1.3322 -4.9429
Cl21 -6.0509 2.6589 -4.9380
Cl22 -7.7361 1.0033 -6.6043
Cl23 -6.4775 -0.1115 -4.2505
Cl24 -8.6306 1.7898 -3.9708
C17 -0.1593 -3.6121 3.4631
Cl25 -1.7755 -4.1869 3.8951
Cl26 0.8925 -4.9964 3.1374
Cl27 -0.2609 -2.5935 2.0208
Cl28 0.5082 -2.6717 4.8096
C18 -5.7703 3.0967 0.6525
Cl29 -7.1559 2.6733 1.6610
Cl30 -4.4371 1.9742 0.9740
Cl31 -6.2429 2.9950 -1.0525
Cl32 -5.2494 4.7464 1.0220
C19 -10.2498 0.0663 1.7577
Cl33 -10.7969 1.0321 0.3793
Cl34 -10.2301 1.0732 3.2153
Cl35 -11.3536 -1.2965 1.9968
Cl36 -8.6168 -0.5305 1.4393
C20 2.8322 0.0190 -5.6834
Cl37 1.3496 -0.7918 -5.1684
Cl38 4.1476 -1.1637 -5.7821
Cl39 2.5827 0.7583 -7.2716
Cl40 3.2553 1.2661 -4.5096
C21 2.4189 2.9515 6.0649
Cl41 0.6810 3.1126 5.7728
Cl42 3.1531 4.5552 6.1630
Cl43 2.6856 2.0835 7.5799
Cl44 3.1560 2.0469 4.7307
C22 11.8456 3.3660 -4.5688
Cl45 13.6027 3.4761 -4.4078
Cl46 11.3460 1.6732 -4.4630
Cl47 11.0767 4.2843 -3.2667
Cl48 11.3516 4.0320 -6.1305
C23 10.0492 1.9172 1.1515
Cl49 10.9129 3.2153 1.9913
Cl50 8.6483 1.4182 2.1137
Cl51 9.4967 2.4959 -0.4244
Cl52 11.1324 0.5372 0.9296
C24 -15.1677 0.2698 1.4952
Cl53 -15.9236 1.5522 0.5401
Cl54 -16.3182 -0.3246 2.6999
Cl55 -14.6950 -1.0584 0.4262
Cl56 -13.7360 0.9082 2.3112
C25 -7.4100 -2.4631 4.7322
Cl57 -7.1899 -1.3771 6.1106
Cl58 -6.4852 -1.8502 3.3519
Cl59 -6.8301 -4.0797 5.1549
Cl60 -9.1226 -2.5445 4.3163


(6)
Density functional theory data (wB97M-V/def2-TZVPD) for 2 unconnected molecules or ions with the total composition C3H5NO in a non-equilibrium geometry.

Values from the calculation:
ΔE to the lowest compared entry with this formula, charge and spin in kJ/mol: 698.16
Structure (SMILES): C=C=C1NO1.[H][H]
E_LUMO in eV: 0.717
HOMO-LUMO gap in eV: 10.23
HOMO energy in eV: -9.52

Atoms and positions in Å:
C1 -0.0604 1.6737 0.8687
C2 -0.0343 0.9589 -0.1775
C3 0.2249 -0.0113 -0.9616
N1 1.1362 -1.0424 -0.6015
O1 0.7238 -0.8302 -1.9690
H1 -0.6077 1.4662 1.7689
H2 0.7496 2.3929 0.8762
H3 2.1580 -1.0252 -0.5636
H4 -2.4603 -1.7427 0.1913
H5 -1.8300 -1.8399 0.5681


(7)
Density functional theory data (wB97M-V/def2-TZVPD) for 2 unconnected molecules or ions with the total composition C4H10O2S in a non-equilibrium geometry.

Values from the calculation:
Spin multiplicity: 2
ΔE to the lowest compared entry with this formula, charge and spin in kJ/mol: 99.33
E_LUMO (alpha / beta) in eV: 2.989 / 2.850
HOMO-LUMO gap (alpha / beta) in eV: 2.46 / 6.20
Net charge: -1
HOMO energy (alpha / beta) in eV: 0.52 / -3.35

Atoms and positions in Å:
O1 0.4641 2.9879 0.8866
C1 0.4403 1.9328 1.5779
C2 0.2754 0.6108 0.9135
C3 -1.1010 0.4596 0.1647
C4 -1.5282 -1.1058 -0.1425
S1 -3.3463 -1.3655 0.0375
H1 0.5873 1.8717 2.6412
H2 1.2514 0.4718 0.2421
H3 0.4638 -0.1021 1.7299
H4 -1.2329 0.9512 -0.7681
H5 -1.8038 0.9867 0.8160
H6 -1.2789 -1.3880 -1.1812
H7 -0.8868 -1.7055 0.5459
H8 -3.6001 -0.0278 0.2566
H9 4.2498 -0.9437 -2.5295
H10 3.6724 -2.3064 -2.6633
O2 3.3735 -1.3277 -2.5274


(8)
Density functional theory data (wB97M-V/def2-TZVPD) for a molecular structure, C3H2O2Sr in a non-equilibrium geometry.

Values from the calculation:
ΔE to the lowest compared entry with this formula, charge and spin in kJ/mol: 0.00
E_LUMO in eV: -10.081
HOMO-LUMO gap in eV: 6.98
Net charge: +2
HOMO energy in eV: -17.06

Atoms and positions in Å:
O1 0.5730 0.2104 -0.0590
C1 -2.0914 2.0870 1.4574
C2 -0.5149 -0.3396 0.0176
O2 -1.6244 0.4433 0.0259
C3 -1.8829 0.7770 1.3312
Sr1 2.9595 -0.0579 -0.2895
H1 -0.6536 -1.4290 -0.0618
H2 -2.4892 0.1629 2.0165


| no. | molar mass (g/mol) | total energy (eV) |
| --- | --- | --- |
| 1 | 81.48 | -17688.947 |
| 2 | 415.43 | -48514.405 |
| 3 | 473.57 | -43354.033 |
| 4 | 1023.54 | -187097.621 |
| 5 | 2485.53 | -783567.757 |
| 6 | 71.08 | -6722.337 |
| 7 | 122.19 | -19238.074 |
| 8 | 157.67 | -8051.518 |